# C19H58ClO29P6SSr

A structure of composition C19H58ClO29P6SSr at a distorted geometry (ωB97M-V/def2-TZVPD, OMol25).

The geometry in XYZ format:
```
115
Properties=species:S:1:pos:R:3:lowdin_charge:R:1
Sr 1.562 -0.159 1.622 1.35
S -0.038 0.213 4.219 0.12
O -0.867 1.177 4.980 -0.41
O 1.291 0.649 3.891 -0.53
O -0.202 -0.729 5.321 -0.41
O -0.617 -0.301 2.976 -0.50
Cl 0.175 -0.042 -0.970 -0.16
C -1.914 -1.650 -3.834 -0.19
O -2.313 -0.613 -2.957 -0.15
H -1.904 -1.366 -4.887 0.06
H -0.858 -1.914 -3.774 0.06
H -2.588 -2.505 -3.855 0.07
H -1.536 -0.426 -2.426 -0.09
C 0.801 -5.755 3.698 -0.16
O 0.854 -4.447 3.304 -0.17
P 0.998 -4.045 1.715 0.57
O 1.345 -2.606 1.591 -0.36
O 2.140 -5.068 1.092 -0.23
C 2.763 -4.913 -0.199 -0.09
O -0.474 -4.463 1.105 -0.23
C -1.017 -3.923 -0.118 -0.08
H 0.114 -6.028 4.499 0.10
H 1.821 -6.085 3.896 0.09
H 0.572 -6.434 2.876 0.08
H 2.736 -5.823 -0.798 0.09
H 3.767 -4.547 0.015 0.09
H 2.436 -4.054 -0.786 0.08
H -0.425 -3.018 -0.253 0.05
H -2.059 -3.601 -0.101 0.10
H -0.834 -4.552 -0.989 0.08
C 1.743 6.422 1.781 -0.08
O 2.334 5.091 1.560 -0.26
P 1.292 3.803 1.698 0.54
O 1.828 2.416 1.457 -0.35
O 0.653 4.066 3.228 -0.24
C 1.335 3.995 4.466 -0.10
O 0.093 4.207 0.742 -0.24
C 0.215 4.077 -0.734 -0.04
H 0.656 6.353 1.826 0.08
H 1.990 7.139 0.998 0.08
H 2.093 6.677 2.782 0.08
H 0.952 3.266 5.180 0.09
H 1.366 5.009 4.863 0.08
H 2.331 3.624 4.223 0.08
H 1.175 4.578 -0.859 0.08
H -0.576 4.691 -1.165 0.08
H 0.102 3.100 -1.203 0.06
C 1.793 -2.587 -5.362 -0.16
O 1.983 -1.226 -5.091 -0.22
P 1.758 -0.232 -6.386 0.56
O 0.629 -0.565 -7.298 -0.24
O 1.617 1.243 -5.683 -0.25
C 0.459 1.582 -4.884 -0.07
O 3.256 -0.208 -7.178 -0.20
C 4.291 0.451 -6.660 -0.21
H 0.771 -2.967 -5.385 0.08
H 2.065 -3.254 -4.544 0.08
H 2.297 -3.054 -6.207 0.09
H -0.384 0.897 -4.974 0.09
H 0.217 2.644 -4.928 0.09
H 0.806 1.450 -3.859 0.05
H 4.437 1.391 -7.192 0.09
H 5.278 0.012 -6.803 0.09
H 4.134 0.728 -5.618 0.06
C -7.168 1.334 -1.585 -0.13
O -6.204 1.345 -0.547 -0.21
P -5.416 2.747 -0.108 0.54
O -6.059 3.720 0.835 -0.26
O -3.996 2.261 0.454 -0.23
C -2.938 1.782 -0.418 -0.08
O -4.972 3.449 -1.559 -0.26
C -4.447 4.678 -1.732 -0.17
H -7.295 0.329 -1.989 0.09
H -7.005 2.052 -2.389 0.08
H -8.142 1.706 -1.267 0.08
H -2.810 2.238 -1.400 0.08
H -3.134 0.725 -0.600 0.08
H -2.016 1.967 0.133 0.07
H -3.370 4.793 -1.609 0.08
H -4.986 5.391 -1.107 0.09
H -4.746 4.937 -2.748 0.09
C -2.643 -3.092 3.787 -0.11
O -3.887 -2.753 4.386 -0.23
P -4.097 -1.332 5.141 0.47
O -2.853 -0.743 5.730 -0.21
O -5.258 -1.642 6.186 -0.21
C -5.261 -2.794 6.952 -0.15
O -4.819 -0.321 4.077 -0.22
C -4.031 0.097 2.941 -0.09
H -2.748 -3.824 2.986 0.08
H -2.010 -3.509 4.571 0.09
H -2.050 -2.230 3.483 0.06
H -5.997 -3.507 6.581 0.09
H -5.651 -2.694 7.965 0.08
H -4.214 -3.042 7.127 0.09
H -4.575 0.502 2.088 0.06
H -3.400 -0.645 2.450 0.08
H -3.457 0.955 3.290 0.10
C 6.221 0.020 1.573 -0.13
O 6.041 0.386 0.245 -0.20
P 4.771 -0.203 -0.562 0.46
O 3.538 -0.589 0.204 -0.37
O 5.315 -1.375 -1.534 -0.21
C 6.639 -1.248 -2.025 -0.11
O 4.503 0.937 -1.617 -0.22
C 3.575 0.775 -2.773 -0.03
H 5.758 0.543 2.410 0.10
H 7.258 0.314 1.737 0.09
H 6.172 -1.027 1.871 0.10
H 6.826 -0.516 -2.811 0.09
H 7.040 -2.229 -2.280 0.09
H 7.264 -0.876 -1.213 0.08
H 2.630 1.102 -2.338 0.05
H 3.560 -0.247 -3.151 0.09
H 3.826 1.558 -3.487 0.08
```

Output
Orbital gap in hartree: 0.136
Total charge: -1



# C19H59AsF6O10

A structure of composition C19H59AsF6O10 at a distorted geometry (ωB97M-V/def2-TZVPD, OMol25).

The geometry in XYZ format:
```
95
Properties=species:S:1:pos:R:3:lowdin_charge:R:1
O -12.007 17.751 -20.079 0.33
H -11.589 17.166 -19.444 0.09
H -11.496 18.547 -20.247 0.18
H -12.935 17.915 -19.895 0.18
As -12.688 13.463 -19.798 0.97
F -12.572 14.263 -21.447 -0.28
F -13.092 15.044 -19.075 -0.27
F -12.862 12.704 -18.168 -0.28
F -12.164 11.869 -20.432 -0.25
F -10.959 13.896 -19.435 -0.28
F -14.395 13.162 -20.158 -0.25
C -17.521 16.206 -23.965 -0.05
C -16.037 15.825 -23.733 -0.49
C -15.950 14.767 -22.638 -0.04
O -15.579 15.255 -24.919 -0.05
H -18.247 15.401 -23.851 0.08
H -17.665 16.514 -25.001 0.07
H -17.820 17.052 -23.345 0.07
H -15.533 16.768 -23.521 0.12
H -14.925 14.668 -22.281 0.05
H -16.230 13.785 -23.017 0.08
H -16.581 14.940 -21.766 0.07
H -15.752 15.885 -25.623 0.09
C -17.640 14.511 -18.351 -0.05
C -17.154 15.981 -18.394 -0.46
C -16.588 16.345 -17.057 -0.07
O -16.045 16.029 -19.279 -0.08
H -16.988 13.817 -17.820 0.06
H -17.988 13.967 -19.229 0.08
H -18.556 14.517 -17.760 0.08
H -17.939 16.652 -18.742 0.14
H -17.417 16.743 -16.472 0.08
H -15.924 17.208 -17.121 0.07
H -16.023 15.559 -16.556 0.09
H -15.414 15.420 -18.890 0.05
C -12.763 18.575 -24.468 -0.03
C -12.572 17.030 -24.162 -0.46
C -11.248 16.554 -24.727 -0.07
O -12.314 16.801 -22.800 -0.09
H -12.015 19.297 -24.140 0.07
H -13.725 18.844 -24.032 0.06
H -12.766 18.545 -25.558 0.07
H -13.363 16.380 -24.535 0.12
H -11.094 15.555 -24.321 0.07
H -10.376 17.155 -24.471 0.09
H -11.327 16.470 -25.811 0.08
H -12.700 15.959 -22.548 0.05
C -12.263 11.771 -14.428 -0.03
C -10.877 11.478 -14.990 -0.49
C -10.394 12.620 -15.811 -0.10
O -9.860 11.221 -14.012 -0.06
H -12.309 12.649 -13.783 0.09
H -12.604 10.894 -13.877 0.08
H -12.810 11.843 -15.368 0.08
H -10.777 10.655 -15.698 0.14
H -10.360 13.573 -15.283 0.08
H -10.949 12.826 -16.726 0.05
H -9.393 12.516 -16.228 0.08
H -9.020 11.043 -14.443 0.08
C -10.195 17.989 -16.504 -0.04
C -10.594 16.563 -16.960 -0.42
C -12.134 16.223 -16.624 -0.03
O -10.432 16.313 -18.343 -0.07
H -9.118 18.137 -16.421 0.08
H -10.404 18.309 -15.483 0.08
H -10.754 18.683 -17.132 0.07
H -9.907 15.891 -16.446 0.13
H -12.293 15.158 -16.792 0.05
H -12.740 16.826 -17.300 0.05
H -12.574 16.338 -15.634 0.08
H -10.519 15.372 -18.513 0.05
C -16.509 11.146 -18.175 -0.15
O -17.723 11.230 -18.938 -0.13
H -16.848 11.568 -17.230 0.08
H -16.251 10.087 -18.154 0.08
H -15.634 11.685 -18.539 0.05
H -17.517 10.809 -19.776 0.02
C -16.326 10.757 -22.031 -0.23
O -17.403 10.033 -21.777 -0.08
H -16.025 10.834 -23.076 0.09
H -16.410 11.807 -21.750 0.07
H -15.494 10.297 -21.497 0.09
H -17.264 9.116 -22.025 0.11
C -8.755 13.499 -22.069 -0.16
O -9.628 13.471 -23.197 -0.12
H -8.938 12.800 -21.254 0.06
H -7.747 13.494 -22.484 0.08
H -8.791 14.473 -21.581 0.06
H -10.548 13.394 -22.936 0.05
C -9.372 9.750 -20.915 -0.17
O -10.529 9.850 -21.716 -0.12
H -9.435 10.224 -19.935 0.08
H -9.139 8.696 -20.766 0.07
H -8.588 10.198 -21.524 0.07
H -11.197 10.299 -21.192 0.03
```

Output
Orbital gap in hartree: 0.308



# C19H60N2O13

A structure of composition C19H60N2O13 at a distorted geometry (ωB97M-V/def2-TZVPD, OMol25).

The geometry in XYZ format:
```
94
Properties=species:S:1:pos:R:3:lowdin_charge:R:1
C 0.836 2.780 1.323 -0.20
O 1.554 3.283 2.378 -0.04
H 0.627 1.712 1.396 0.02
H -0.133 3.265 1.210 0.08
H 1.336 2.954 0.370 0.10
H 2.406 2.840 2.404 0.07
C -0.080 0.800 3.848 -0.14
O -0.538 0.350 2.623 -0.35
H 0.433 1.762 3.838 0.11
H -0.982 0.998 4.426 0.08
H 0.331 0.036 4.507 0.11
H -0.793 -0.576 2.627 -0.20
C -0.470 0.490 0.349 -0.19
O -0.349 -0.726 -0.271 -0.10
H -0.507 1.296 -0.385 0.11
H -1.399 0.565 0.914 0.09
H 0.455 0.566 0.921 0.04
H -1.185 -0.933 -0.694 -0.11
C -3.174 2.064 -1.317 -0.07
O -2.953 1.265 -2.451 0.00
H -3.828 1.541 -0.618 0.06
H -2.178 2.183 -0.892 0.10
H -3.467 3.080 -1.580 0.13
H -2.414 1.772 -3.062 0.15
C 1.668 -0.284 2.015 -0.14
O 3.047 -0.043 1.787 -0.11
H 1.583 -1.245 2.523 0.12
H 1.403 0.617 2.568 0.07
H 1.144 -0.403 1.066 0.07
H 3.372 -0.702 1.169 0.09
C 5.081 3.213 -1.237 -0.06
C 4.175 2.728 -0.103 -0.41
C 3.233 1.549 -0.534 -0.19
O 2.304 1.913 -1.525 -0.18
C 1.234 0.948 -1.716 -0.05
N 5.056 2.428 1.030 0.04
H 4.429 3.663 -1.985 0.08
H 5.618 2.360 -1.652 0.08
H 5.744 3.975 -0.828 0.07
H 3.558 3.584 0.170 0.12
H 2.570 1.326 0.301 0.07
H 3.711 0.638 -0.895 0.13
H 0.682 0.837 -0.783 0.03
H 1.570 -0.078 -1.867 0.10
H 0.656 1.198 -2.606 0.11
H 5.473 3.263 1.416 0.07
H 4.485 2.269 1.848 0.05
C 1.707 -5.426 -3.895 -0.07
C 1.765 -3.881 -3.751 -0.39
C 0.497 -3.381 -3.037 -0.21
O 0.390 -1.985 -3.104 -0.13
C -0.657 -1.445 -2.332 -0.15
N 3.001 -3.442 -3.050 0.04
H 1.700 -6.053 -3.003 0.07
H 2.603 -5.813 -4.380 0.07
H 0.962 -5.765 -4.615 0.07
H 1.777 -3.350 -4.704 0.13
H 0.540 -3.606 -1.972 0.12
H -0.419 -3.810 -3.444 0.12
H -1.620 -1.615 -2.814 0.12
H -0.587 -0.359 -2.393 0.11
H -0.699 -1.791 -1.299 0.09
H 3.109 -2.472 -2.792 0.06
H 2.977 -3.872 -2.136 0.06
C -2.907 -1.239 -1.299 -0.09
C -3.990 -0.873 -0.228 -0.11
O -3.770 -1.413 1.096 -0.14
O -1.827 -0.305 -1.379 -0.22
H -3.329 -1.262 -2.303 0.14
H -2.479 -2.206 -1.037 0.13
H -4.943 -1.300 -0.541 0.13
H -4.220 0.189 -0.140 0.09
H -4.406 -0.946 1.642 0.11
H -2.223 0.417 -1.872 -0.06
C -1.771 -1.757 1.843 -0.16
C -1.057 -2.835 1.083 -0.14
O 0.184 -2.392 0.489 -0.06
O -1.185 -1.427 3.102 0.07
H -2.815 -1.969 2.072 0.10
H -1.849 -0.827 1.280 0.10
H -1.661 -3.196 0.250 0.11
H -0.826 -3.731 1.659 0.12
H 0.040 -1.524 0.105 -0.32
H -0.986 -2.207 3.625 0.17
C -1.744 2.268 2.244 -0.25
C -3.086 1.743 1.661 -0.24
O -4.179 2.074 2.441 -0.03
O -1.666 3.632 1.983 -0.06
H -0.849 1.786 1.851 0.05
H -1.773 2.148 3.327 0.11
H -3.105 0.653 1.695 0.09
H -3.230 1.875 0.589 0.05
H -4.215 1.536 3.235 0.10
H -2.502 4.036 2.227 0.10
```

Output
Orbital gap in hartree: 0.307



# C19H61BClF5IN2O24S

A cluster of 21 separate species, C19H61BClF5IN2O24S in total at a distorted geometry (ωB97M-V/def2-TZVPD, OMol25).

The geometry in XYZ format:
```
115
Properties=species:S:1:pos:R:3:lowdin_charge:R:1
C 3.985 -4.586 1.829 -0.08
C 3.577 -3.301 1.118 -0.24
C 3.142 -3.630 -0.289 -0.16
N 2.646 -2.492 -1.107 0.08
C 1.297 -2.300 -1.280 -0.15
C 0.459 -1.533 -0.444 -0.08
C 1.048 -0.708 0.680 -0.09
C 2.289 0.068 0.320 -0.25
C 3.308 0.229 1.236 -0.06
C 4.434 0.968 0.947 -0.01
C 4.580 1.566 -0.303 -0.24
C 5.827 2.335 -0.613 -0.04
C 3.539 1.440 -1.219 -0.03
C 2.401 0.711 -0.910 -0.06
C -0.899 -1.511 -0.698 -0.22
S -1.923 -0.658 0.513 0.76
O -1.320 -0.769 1.803 -0.25
O -3.283 -1.079 0.430 -0.34
C -1.926 1.161 0.133 -0.44
F -0.665 1.488 -0.211 0.13
F -2.207 1.796 1.265 0.14
C -2.817 1.646 -1.029 -0.59
F -2.319 1.173 -2.166 0.16
F -2.752 2.974 -1.063 0.21
F -4.080 1.293 -0.883 0.18
C -1.454 -2.146 -1.821 -0.60
I -3.490 -2.100 -2.351 1.21
C -0.590 -2.857 -2.629 -0.65
Cl -1.123 -3.737 -3.981 0.84
N 0.746 -2.916 -2.365 0.04
C 1.614 -3.669 -3.279 -0.03
B 1.621 -5.258 -3.041 -0.66
O 1.275 -5.781 -1.814 0.17
O 1.954 -6.098 -4.042 0.22
H 3.105 -5.096 2.209 0.07
H 4.605 -4.357 2.688 0.08
H 4.520 -5.263 1.168 0.08
H 2.780 -2.847 1.704 0.09
H 4.409 -2.600 1.115 0.07
H 4.002 -4.048 -0.812 0.13
H 2.377 -4.396 -0.263 0.10
H 3.169 -1.630 -1.031 0.14
H 0.349 0.081 0.888 0.07
H 1.145 -1.288 1.592 0.13
H 3.212 -0.225 2.210 0.11
H 5.189 1.075 1.703 0.11
H 5.792 2.831 -1.574 0.08
H 5.985 3.067 0.168 0.08
H 6.691 1.678 -0.566 0.09
H 3.633 1.926 -2.180 0.08
H 1.617 0.644 -1.657 0.11
H 2.631 -3.321 -3.125 0.13
H 1.368 -3.434 -4.304 0.10
H 0.334 -5.974 -1.756 0.12
H 2.542 -5.737 -4.713 0.12
O 8.015 4.391 -0.324 -0.05
H 8.687 4.008 -0.896 0.04
H 8.272 5.315 -0.243 0.04
O 0.149 -2.440 4.205 -0.05
H -0.516 -2.106 3.598 -0.01
H -0.356 -2.755 4.963 0.05
O -4.172 2.564 3.425 -0.03
H -3.574 2.203 2.765 0.00
H -3.732 3.370 3.727 0.04
O -6.066 4.062 -1.781 -0.04
H -6.525 3.667 -1.030 0.05
H -5.225 3.600 -1.818 0.01
O -7.118 0.514 -0.620 -0.04
H -6.489 0.099 -0.021 0.04
H -6.582 1.064 -1.200 -0.01
O 6.533 -2.267 0.945 -0.05
H 6.879 -2.830 0.245 0.05
H 7.318 -1.965 1.414 0.05
O -3.891 3.553 6.506 -0.05
H -4.149 3.119 5.688 -0.01
H -4.647 4.103 6.735 0.04
O -4.928 1.392 -3.893 -0.04
H -4.280 0.996 -3.306 -0.03
H -4.421 1.953 -4.489 0.06
O -8.115 1.941 -3.225 -0.05
H -8.564 1.565 -2.460 0.03
H -7.271 1.480 -3.274 -0.01
O -2.424 -0.283 5.000 -0.04
H -2.165 -0.460 4.091 -0.01
H -2.411 0.676 5.082 0.03
O -1.147 4.651 1.950 -0.03
H -1.953 5.032 1.582 0.05
H -1.303 3.703 1.957 0.01
O -4.718 -5.253 -4.252 -0.06
H -4.582 -5.327 -5.202 0.06
H -3.931 -4.809 -3.921 -0.03
O 3.327 3.190 -3.879 -0.05
H 3.400 4.138 -4.033 0.05
H 3.144 2.820 -4.748 0.04
O 2.086 3.581 1.943 -0.02
H 1.830 3.158 1.116 0.04
H 1.366 4.195 2.142 0.04
O -0.388 7.790 1.388 -0.05
H -1.181 8.186 1.015 0.04
H -0.554 6.842 1.402 -0.01
O 2.301 1.059 3.593 -0.06
H 2.004 1.838 3.098 0.04
H 1.553 0.454 3.613 0.07
O -6.253 -5.803 -1.838 -0.06
H -5.671 -5.555 -2.569 -0.02
H -5.818 -6.544 -1.407 0.03
O 4.754 1.485 3.943 -0.07
H 5.128 0.710 4.372 0.04
H 3.807 1.445 4.137 -0.01
O -7.956 6.347 -1.318 -0.06
H -7.375 5.580 -1.262 -0.02
H -8.189 6.394 -2.249 0.04
O 0.307 -4.170 1.157 -0.01
H -0.278 -3.968 0.421 0.02
H -0.289 -4.501 1.840 0.07
```

Output
Orbital gap in hartree: 0.213
Total charge: +1



no.,LUMO energy (eV)
1,1.51
2,-1.21
3,-0.12
4,-5.30